Density functional theory data (ωB97M-V/def2-TZVPD) for a 2-piece molecular cluster, C3H3BrO overall at a distorted geometry.

Calculated values
HOMO-LUMO gap = 5.9 eV
F_max = 4.61 eV Å⁻¹
Energy above the lowest of the compared OMol25 structures with the same formula, charge and spin = 3.0509 eV
HOMO level = -8.7 eV
Charge = 0
2S+1 = 1

```
8
C3H3BrO, DFT ωB97M-V/def2-TZVPD
C 0.03362 0.41600 2.17439
C 0.07267 0.49972 0.98106
C -0.07434 0.44413 -0.42761
O -1.21898 -0.02337 -0.90248
Br 0.97806 -1.80437 -2.17078
H 0.33024 0.51277 3.16767
H 0.71700 0.40745 -1.09181
H -0.83826 -0.45234 -1.73045
```

These are the natural (NBO) partial charges, in e, on atoms 1 to 4:
1 C 0.017
2 C -0.155
3 C 0.407
4 O -0.552



Density functional theory data (ωB97M-V/def2-TZVPD) for C9H11Cl2HfNO2 as an isolated structure at a distorted geometry.

Calculated values
HOMO-LUMO gap = 9.7 eV
F_max = 5.76 eV Å⁻¹
Energy above the lowest of the compared OMol25 structures with the same formula, charge and spin = 0.0000 eV
HOMO level = -9.2 eV
Charge = 0
2S+1 = 1

```
26
C9H11Cl2HfNO2, DFT ωB97M-V/def2-TZVPD
C 2.05014 -1.00135 -1.59316
C 1.16982 -2.09325 -1.34822
C 1.13760 -2.32378 0.05658
C 1.98679 -1.36858 0.68042
C 2.54908 -0.54680 -0.33914
Hf 0.22700 -0.12327 -0.35501
N 0.17150 1.62326 -0.97266
C -0.90351 1.28836 -1.97771
C -1.25644 -0.21373 -1.83715
H 0.53397 -3.07700 0.56666
H 0.61568 -2.65346 -2.10167
H 2.15340 -1.25919 1.75318
H 3.22676 0.29512 -0.18406
H 2.26835 -0.55812 -2.56658
H -1.10757 -0.77507 -2.77073
H -1.78866 1.93039 -1.79275
H 0.58261 2.54665 -1.11167
H -2.26254 -0.38730 -1.42666
H -0.52894 1.49798 -2.99916
Cl -3.23487 2.15015 2.76016
C -1.88161 1.17705 3.38708
Cl -2.50512 -0.36269 4.02792
C -0.89588 0.91385 2.29600
O 0.34189 1.33471 2.41395
O -1.25477 0.25047 1.22026
H -1.39470 1.73560 4.21410
```

These are the natural (NBO) partial charges, in e, on atoms 1 to 4:
1 C -0.360
2 C -0.340
3 C -0.362
4 C -0.354



Density functional theory data (ωB97M-V/def2-TZVPD) for one molecule with the formula C6H10N2O2 at a distorted geometry.

Calculated values
HOMO-LUMO gap (alpha / beta) = 5.6 / 7.4 eV
F_max = 7.32 eV Å⁻¹
Energy above the lowest of the compared OMol25 structures with the same formula, charge and spin = 1.0650 eV
HOMO level (alpha / beta) = -5.2 / -9.6 eV
Charge = 0
2S+1 = 3

```
20
C6H10N2O2, DFT ωB97M-V/def2-TZVPD
C 0.41731 -1.99093 -1.13873
C -1.62149 0.14313 -1.65797
C 0.27573 -1.69508 0.33775
C 0.09236 0.18927 -1.12430
C 0.71060 1.54730 -1.30918
C -1.01659 0.34476 1.19442
N 0.51430 -0.90107 -1.81233
N 0.13449 -0.23774 0.45213
O -2.11816 -0.86621 -1.20003
O -1.98196 1.13536 -2.20734
H 0.38790 -2.93345 -1.51252
H -0.64523 -2.29814 0.64585
H 1.16855 -1.89341 1.18688
H 0.46842 1.95031 -2.25399
H 1.85305 1.40099 -1.46534
H 0.23341 2.20415 -0.47575
H -1.90571 -0.34223 1.13881
H -0.63928 0.44254 2.15907
H -1.40510 1.26133 0.78621
H 1.03283 0.17910 0.76796
```

These are the natural (NBO) partial charges, in e, on atoms 1 to 4:
1 C 0.005
2 C 0.819
3 C -0.299
4 C 0.291



Density functional theory data (ωB97M-V/def2-TZVPD) for one molecule with the formula C3H8N2O at a distorted geometry.

Calculated values
Structure (SMILES) = [H]/N=C\N(O)CC
HOMO-LUMO gap = 9.8 eV
F_max = 3.72 eV Å⁻¹
Energy above the lowest of the compared OMol25 structures with the same formula, charge and spin = 3.4202 eV
HOMO level = -9.1 eV
Charge = 0
2S+1 = 1

```
14
C3H8N2O, DFT ωB97M-V/def2-TZVPD
C -1.11643 -1.58242 0.43217
C 0.08143 -0.67896 0.68994
C 0.76106 1.72965 0.17404
H -1.03134 -2.04410 -0.56714
H -1.06304 -2.33370 1.17420
H -2.11719 -1.16434 0.66959
H 0.98269 -1.28009 0.43628
H 0.19222 -0.25790 1.67333
H -0.31933 0.14845 -2.01010
H 0.91152 1.73127 1.30679
H 0.96060 2.39070 -1.65243
N 0.07726 0.53499 -0.21700
N 1.17725 2.67371 -0.66455
O 0.50330 0.13273 -1.44512
```

These are the natural (NBO) partial charges, in e, on atoms 1 to 4:
1 C -0.627
2 C -0.226
3 C 0.249
4 H 0.216



Density functional theory data (ωB97M-V/def2-TZVPD) for C3H3N2O as an isolated structure at a distorted geometry.

Calculated values
HOMO-LUMO gap = 8.6 eV
F_max = 2.47 eV Å⁻¹
Energy above the lowest of the compared OMol25 structures with the same formula, charge and spin = 3.5212 eV
HOMO level = -15.0 eV
Charge = +1
2S+1 = 1

```
9
C3H3N2O, DFT ωB97M-V/def2-TZVPD
C -0.24976 -0.61893 3.98250
C 1.21017 0.03890 2.22466
C -0.09241 -0.15878 -0.44707
N 0.23043 -0.32727 2.88917
N 0.59315 0.48761 0.39587
O -0.81949 -1.08470 4.85361
H -0.25834 0.19434 -1.52912
H -0.43951 -1.08043 -0.02787
H 0.79843 1.47883 0.28032
```

These are the natural (NBO) partial charges, in e, on atoms 1 to 4:
1 C 1.009
2 C 0.569
3 C 0.067
4 N -0.693



Density functional theory data (ωB97M-V/def2-TZVPD) for a 2-piece molecular cluster, C3H3BF3NO3 overall at a distorted geometry.

Calculated values
Structure (SMILES) = O/B=C1\N(F)C1(F)F.O=CO
HOMO-LUMO gap = 9.1 eV
F_max = 3.34 eV Å⁻¹
Energy above the lowest of the compared OMol25 structures with the same formula, charge and spin = 0.2145 eV
HOMO level = -9.3 eV
Charge = 0
2S+1 = 1

```
14
C3H3BF3NO3, DFT ωB97M-V/def2-TZVPD
B 0.47942 0.88892 1.11381
C -1.48253 1.07248 -1.21734
C 0.35193 -0.48481 0.90384
C 0.73080 -1.87293 1.07343
N 0.32512 -1.38118 -0.19683
O -1.83687 1.97769 -0.50146
O -0.21203 0.97096 -1.58589
O 0.13209 2.07812 1.21365
F 2.04812 -2.14915 1.39061
F -0.03842 -2.70971 1.69964
F 1.60632 -1.29517 -1.08357
H -1.98854 0.20068 -1.64953
H 0.21802 0.12889 -1.69687
H -0.33344 2.57522 0.53651
```

These are the natural (NBO) partial charges, in e, on atoms 1 to 4:
1 B 1.193
2 C 0.670
3 C -0.664
4 C 0.799



Density functional theory data (ωB97M-V/def2-TZVPD) for C40H45As3N11OS2SeTl as an isolated structure at a distorted geometry.

Calculated values
HOMO-LUMO gap = 5.3 eV
F_max = 1.10 eV Å⁻¹
Energy above the lowest of the compared OMol25 structures with the same formula, charge and spin = 0.3969 eV
HOMO level = -1.8 eV
Charge = -2
2S+1 = 1

```
104
C40H45As3N11OS2SeTl, DFT ωB97M-V/def2-TZVPD
Tl -0.88097 -0.79537 -0.21663
C 4.63823 1.07518 1.69624
N 3.78051 2.05904 1.05586
C 2.83361 1.89807 0.10835
N 2.26778 3.04928 -0.17618
C 2.91404 3.90291 0.65942
N 3.84027 3.35601 1.42681
C 4.39257 0.86969 3.18218
C 5.28312 0.07028 3.89019
C 5.13632 -0.11070 5.26113
C 4.08644 0.49407 5.93371
C 3.17068 1.25536 5.21416
C 3.32605 1.44272 3.84790
C 2.02347 1.84224 5.90657
N 1.78095 1.89857 7.17116
N 0.53767 2.52519 7.29981
C 0.14102 2.77110 6.09351
O 1.03973 2.38071 5.18336
C -1.12119 3.36127 5.64288
C -2.12078 3.63237 6.57736
C -3.32127 4.18620 6.14480
C -3.50876 4.46629 4.79306
C -2.50043 4.18932 3.87367
C -2.75305 4.53593 2.43412
N -1.91571 3.81952 1.49757
C -1.82477 2.49246 1.29190
N -1.03352 2.25280 0.26347
C -0.63869 3.49642 -0.10229
N -1.12737 4.47659 0.61882
C -1.32116 3.63279 4.30519
H 5.66688 1.40111 1.54649
H 4.50171 0.12666 1.17947
H 2.60024 0.94429 -0.34430
H 2.68699 4.95613 0.71153
H 6.10518 -0.40673 3.36537
H 5.83996 -0.72953 5.80284
H 3.94574 0.36638 6.99798
H 2.60625 2.04730 3.31273
H -1.94166 3.40300 7.61769
H -4.11684 4.37895 6.85362
H -4.45331 4.86837 4.44062
H -2.59968 5.59784 2.25319
H -3.79464 4.32156 2.20931
H -2.38910 1.75568 1.84999
H 0.01694 3.68310 -0.93844
H -0.54254 3.39116 3.58917
C -0.09342 1.17281 -4.13408
As 0.63454 -0.49870 -3.40794
C 2.48390 -0.12736 -4.00996
C 0.03345 -1.59869 -4.94595
C 0.22165 -3.13294 -4.90357
C 0.18591 -3.62055 -6.36035
C -0.93557 -3.81892 -4.16859
As -1.25152 -3.39746 -2.24670
C -0.81257 -5.14498 -1.47921
C -3.17233 -3.73131 -2.36570
C 1.58047 -3.48732 -4.24648
As 2.54687 -5.10174 -4.83131
C 1.67964 -6.47661 -3.73719
C 4.05541 -4.81528 -3.60904
H 0.16082 1.28086 -5.19082
H 0.32754 2.00825 -3.57423
H -1.17603 1.17858 -3.99582
H 2.56960 -0.18114 -5.09791
H 3.19306 -0.81791 -3.55442
H 2.73589 0.88184 -3.68009
H 0.54067 -1.19775 -5.82940
H -1.03211 -1.36927 -5.05283
H -0.72213 -3.26180 -6.85338
H 0.19249 -4.71165 -6.41411
H 1.05204 -3.25427 -6.91932
H -0.81952 -4.90417 -4.24511
H -1.86834 -3.56013 -4.67928
H -1.13806 -5.96211 -2.12678
H -1.32615 -5.19967 -0.51992
H 0.25236 -5.21947 -1.26992
H -3.36970 -4.66731 -2.89515
H -3.64493 -2.88999 -2.87042
H -3.57788 -3.77306 -1.35725
H 1.46886 -3.51838 -3.15827
H 2.30179 -2.69597 -4.46421
H 0.70249 -6.73509 -4.14465
H 1.55460 -6.13048 -2.71292
H 2.30357 -7.37069 -3.74033
H 4.66839 -3.98460 -3.95967
H 4.67423 -5.71211 -3.57310
H 3.69649 -4.59281 -2.60233
S -2.97503 0.04678 -2.30195
C -3.83075 0.83690 -1.01103
C -4.22582 2.17608 -1.15319
C -4.89907 2.88112 -0.16217
C -5.27237 4.25387 -0.37431
N -5.56828 5.35467 -0.54161
C -5.20460 2.23313 1.04506
C -4.83269 0.90304 1.20972
C -4.14784 0.16947 0.22851
S -3.70933 -1.47955 0.55423
C -5.87053 2.92703 2.11273
N -6.38751 3.46561 2.99148
H -3.97942 2.68212 -2.07669
H -5.06654 0.40588 2.14206
Se 2.51498 -4.41016 2.43947
C 1.10147 -3.70019 1.55165
N 0.21998 -3.23799 0.94834
```

These are the Mulliken partial charges, in e, on atoms 1 to 4:
1 Tl 0.643
2 C -1.095
3 N 0.822
4 C -0.132



Density functional theory data (ωB97M-V/def2-TZVPD) for a 2-piece molecular cluster, C4H8O2 overall at a distorted geometry.

Calculated values
Structure (SMILES) = C/C=C/O.C=O
HOMO-LUMO gap = 9.8 eV
F_max = 1.31 eV Å⁻¹
Energy above the lowest of the compared OMol25 structures with the same formula, charge and spin = 2.4533 eV
HOMO level = -8.9 eV
Charge = 0
2S+1 = 1

```
14
C4H8O2, DFT ωB97M-V/def2-TZVPD
O -1.54839 2.77735 0.63992
C -1.88783 2.07575 1.54458
H -1.87656 2.40070 2.59603
H -2.23680 1.04723 1.35382
C -0.65446 -1.23459 -0.75271
C 0.66860 -0.98208 -0.10432
C 1.68485 -0.41488 -0.74013
O 2.89045 -0.13355 -0.14226
H -1.39438 -0.46586 -0.51134
H -0.56164 -1.25981 -1.83716
H -1.09229 -2.17431 -0.41850
H 0.85439 -1.24044 0.93250
H 1.59854 -0.09429 -1.77700
H 3.55553 -0.30122 -0.78344
```

These are the natural (NBO) partial charges, in e, on atoms 1 to 4:
1 O -0.488
2 C 0.282
3 H 0.106
4 H 0.100



Which formula does entry 6 have?
C3H3BF3NO3